Entry from the OMol25 dataset: a molecular structure, C24H24N4O5S at a distorted geometry (ωB97M-V/def2-TZVPD).

Geometry as XYZ:
```
58
Properties=species:S:1:pos:R:3
C 0.57550 4.49334 -6.97755
H 1.30975 4.98225 -6.43905
O -0.21820 3.72631 -5.99902
C 0.19972 2.88895 -5.20129
C 1.39768 2.51542 -5.22899
C 2.03903 1.81989 -4.28487
C 1.16430 1.31535 -3.36763
C -0.09430 1.29026 -3.49418
C -0.61303 2.22521 -4.42786
O -2.03100 2.43459 -4.20223
C -2.51247 3.12716 -5.27191
H -2.44929 2.62258 -6.35680
H -3.95861 2.89471 -4.99432
H -2.40123 4.19215 -5.22911
H -0.81844 0.80787 -2.80555
N 1.67495 0.33246 -2.40720
C 2.78786 -0.12316 -2.04089
O 3.92409 0.31368 -2.61480
C 3.07999 -1.33006 -0.89690
H 2.29322 -1.86758 -1.04346
H 3.97608 -1.70867 -1.01414
S 2.89055 -0.28399 0.65491
C 1.15611 -0.35518 0.77916
N 0.27373 -0.50533 -0.18026
N -0.91098 -0.73400 0.15647
C -0.94608 -0.14836 1.57255
N 0.17281 0.02815 1.87489
C 1.07546 0.24351 3.17659
C 1.05783 -0.78920 3.96309
C 1.15269 -1.05826 5.38948
C 1.41593 -2.57514 5.51055
C 1.22705 -3.15691 4.19618
O 1.16048 -2.11904 3.38200
H 1.18463 -4.06944 3.91454
H 1.36203 -2.99021 6.42635
H 1.37807 -0.36945 6.13878
H 0.25885 0.86121 3.62051
H 1.95860 1.00746 3.10834
C -2.06815 0.26066 2.37137
O -1.85857 -0.13746 3.63734
C -2.13232 -1.49342 4.03764
C -2.04077 -2.29961 2.87775
C -2.21848 -3.82719 3.14820
C -2.27070 -4.24038 4.50798
C -1.99861 -3.38012 5.41997
C -2.10517 -2.08623 5.35702
H -2.06971 -1.23994 6.08171
H -2.17559 -3.66187 6.71142
H -2.08899 -5.47688 4.76884
H -2.16936 -4.54614 2.34126
H -2.15452 -2.33730 1.84933
H -2.99708 -0.16364 1.88108
H -2.14388 1.15091 2.61990
H 0.85706 -0.13983 -1.72233
H 3.10629 1.59058 -4.08095
H 2.39877 3.25829 -5.71823
H -0.13670 5.04552 -7.72176
H 1.07313 3.78552 -7.75389
```

molecular weight	480.5	g/mol
strongest force on any atom	17.73	eV/Å
2S+1	1
DFT total energy	-1921.5822	a.u.
ΔE to the lowest compared entry with this formula, charge and spin	567.4	kcal/mol

Entry from the OMol25 dataset: a molecular structure, C51H45N5O6TeY at a distorted geometry (ωB97M-V/def2-TZVPD).

Geometry as XYZ:
```
109
Properties=species:S:1:pos:R:3
Y -0.59669 0.02984 -0.35449
C -3.41966 -0.52531 -4.12705
O -2.15567 -0.89634 -4.65901
C -1.55424 -1.97042 -4.05421
C -1.27275 -3.08334 -4.81274
C -0.62324 -4.18454 -4.25070
C -0.27901 -4.15605 -2.92260
C -0.51704 -3.02188 -2.12696
C -0.08080 -3.05813 -0.75195
N -0.06485 -2.04635 0.04785
N 0.49478 -2.29027 1.29867
C 0.61096 -1.23564 2.05982
O 0.18542 -0.04628 1.75652
C 1.33456 -1.44097 3.33871
C 1.11711 -0.56504 4.39743
C 1.80875 -0.72515 5.58755
C 2.71800 -1.76369 5.72767
C 2.92704 -2.64882 4.67721
C 2.24271 -2.48867 3.48499
C -1.14324 -1.88067 -2.69882
O -1.34397 -0.77336 -2.03558
H -3.64789 0.45699 -4.53642
H -3.40516 -0.47365 -3.03852
H -4.18852 -1.23723 -4.44545
H -1.55884 -3.07483 -5.85697
H -0.40573 -5.05348 -4.85643
H 0.19742 -5.01596 -2.46562
H 0.28191 -4.00889 -0.35931
H 0.37609 0.21778 4.28297
H 1.63885 -0.04421 6.41303
H 3.26104 -1.89009 6.65563
H 3.62786 -3.46478 4.79858
H 2.39161 -3.16270 2.65393
O 7.32442 0.04416 1.60238
C 6.35627 -0.86455 1.33648
O 6.59502 -2.03339 1.45828
C 5.04241 -0.33295 0.88389
C 4.63429 0.98849 1.05546
C 3.42785 1.42452 0.54361
C 2.58642 0.55421 -0.16394
C 2.97760 -0.78699 -0.28612
C 4.18205 -1.21408 0.22627
N 1.39508 0.98086 -0.73641
C 1.34722 2.19529 -1.30523
C 0.13247 2.71646 -1.79590
C 0.09856 3.78320 -2.72403
C -1.09152 4.17346 -3.26989
C -2.27068 3.51037 -2.88682
C -2.17697 2.49955 -1.96116
N -1.03173 2.10463 -1.39304
H 7.02379 0.93377 1.39326
H 5.23206 1.69673 1.62059
H 3.11196 2.44738 0.71275
H 2.33669 -1.47265 -0.82399
H 4.50975 -2.23844 0.10746
H 2.26371 2.74705 -1.50687
H 1.03011 4.24725 -3.02358
H -1.12645 4.96575 -4.00686
H -3.22939 3.78901 -3.30023
H -3.06607 1.96139 -1.64685
C -3.24251 7.75705 -0.95856
C -2.73529 6.53266 -0.24868
C -1.39517 6.36432 0.05353
C -0.92805 5.20515 0.66054
C 0.53414 5.12687 1.02636
C -1.82903 4.17051 0.96479
Te -0.86818 2.38296 1.66458
N -2.36693 1.44137 2.54721
C -2.82848 0.46926 1.81149
O -2.44439 0.24046 0.60445
C -3.93803 -0.35337 2.36060
C -4.56764 -1.27855 1.53165
C -5.64206 -2.01636 2.00175
C -6.09959 -1.82177 3.29650
C -5.47685 -0.89685 4.12462
C -4.39390 -0.16775 3.66307
C -0.55572 3.28839 3.57710
C -1.67834 3.84506 4.18329
C -1.56114 4.47419 5.40707
C -0.32221 4.53486 6.03430
C 0.78272 3.95080 5.44259
C 0.68987 3.32117 4.20041
C 1.92568 2.71142 3.58544
C -3.19176 4.32925 0.67712
C -4.23629 3.28180 0.95733
C -3.61636 5.51981 0.10142
H -2.42259 8.40250 -1.27043
H -3.90873 8.32780 -0.30942
H -3.81186 7.47077 -1.84442
H -0.68669 7.14800 -0.19225
H 1.06293 6.00419 0.65773
H 1.01596 4.24400 0.59726
H 0.65037 5.08367 2.11260
H -4.20942 -1.39817 0.51802
H -6.12726 -2.73199 1.35083
H -6.94264 -2.39045 3.66810
H -5.84168 -0.73770 5.13101
H -3.89118 0.54631 4.30138
H -2.63768 3.76247 3.68879
H -2.42804 4.92082 5.87617
H -0.22036 5.03862 6.98680
H 1.74498 3.98214 5.94052
H 2.38425 2.00305 4.27600
H 2.66665 3.48375 3.36702
H 1.69527 2.16444 2.67158
H -4.40670 3.16272 2.02848
H -3.95290 2.31300 0.55543
H -5.18203 3.56491 0.49608
H -4.67347 5.64914 -0.10591
```

molecular weight	1040.5	g/mol
strongest force on any atom	2.43	eV/Å
⟨S²⟩	0.767
2S+1	2
DFT total energy	-3002.1487	a.u.
ΔE to the lowest compared entry with this formula, charge and spin	34.8	kcal/mol

Entry from the OMol25 dataset: Br2H2O2Si in the gas phase at a distorted geometry (ωB97M-V/def2-TZVPD).

Geometry as XYZ:
```
7
Properties=species:S:1:pos:R:3
O 1.31890 0.32613 1.00434
O -0.66957 -0.39630 -0.55382
Si 0.29179 -0.86944 0.69776
Br 1.46372 -2.83068 0.21953
Br -1.10725 -1.40636 2.40763
H 1.58931 0.89857 0.26483
H -0.66058 -0.73860 -1.49477
```

molecular weight	221.9	g/mol
SMILES	O[Si](O)(Br)Br
strongest force on any atom	2.06	eV/Å
2S+1	1
DFT total energy	-5589.3936	a.u.
ΔE to the lowest compared entry with this formula, charge and spin	7.3	kcal/mol

Entry from the OMol25 dataset: a gas-phase ion, C9H15N2S (charge +1) at a distorted geometry (ωB97M-V/def2-TZVPD).

Geometry as XYZ:
```
27
Properties=species:S:1:pos:R:3
C 0.20372 0.80517 -0.16930
C -0.92802 -0.16748 0.02151
C 1.41095 0.47225 0.26209
C -0.46135 -1.38627 0.35735
C -0.19413 2.18122 -0.43738
C -2.93498 0.13301 -1.22315
C -2.97731 -0.10007 1.14533
C 2.84223 -0.90622 -1.07611
C 3.25023 -0.46358 1.27765
N -2.18878 0.34958 0.02865
N 2.44438 -0.19942 0.13358
S -0.12169 -2.66805 1.14130
H -0.71961 2.44527 0.45297
H -0.80155 2.03433 -1.40017
H 0.72497 2.73967 -0.63976
H -3.21936 -0.88412 -1.40612
H -3.85441 0.69623 -1.27557
H -2.11640 0.34827 -1.89536
H -4.04910 0.18371 1.09347
H -3.00829 -1.17953 1.30164
H -2.64510 0.42232 2.07728
H 2.92298 -1.97357 -0.88943
H 3.84615 -0.62399 -1.41055
H 2.10772 -0.70396 -1.91115
H 3.35278 -1.54373 1.29964
H 2.78651 0.12095 2.06174
H 4.32749 -0.13200 1.07985
```

molecular weight	183.3	g/mol
strongest force on any atom	2.75	eV/Å
⟨S²⟩	2.034
2S+1	3
total charge	+1
DFT total energy	-859.1589	a.u.
ΔE to the lowest compared entry with this formula, charge and spin	41.8	kcal/mol

Entry from the OMol25 dataset: C18H13FN2O4 in the gas phase at a distorted geometry (ωB97M-V/def2-TZVPD).

Geometry as XYZ:
```
38
Properties=species:S:1:pos:R:3
O 2.03837 0.46114 -4.02970
O -1.89983 0.54610 -1.97363
O 1.13663 3.88965 -1.82548
F 2.55530 2.00821 3.88286
O -0.25363 -5.32514 0.76161
C 1.15454 0.91070 -3.41075
C -0.72702 0.98538 -1.82641
C 0.59047 2.87922 -2.23074
C -1.08982 -5.92868 1.61549
C -2.08109 -5.03238 1.88657
C -1.88137 -3.83107 1.11195
C -0.65348 -4.03566 0.50656
C 0.31478 0.16754 -2.40853
C 0.52896 -1.14544 -1.92991
C 0.21621 -3.13969 -0.35468
C -0.25054 -1.90474 -0.93162
C 1.67212 3.36944 2.20384
C 0.68247 1.22482 2.58637
C 0.76930 3.60699 1.22591
C -0.11971 1.35444 1.48913
C 1.61458 2.14122 2.87506
C -0.16870 2.57555 0.86124
N 1.13956 2.27183 -3.25988
N -0.53037 2.27123 -1.61134
C -1.10100 2.80112 -0.31374
H -1.01997 -6.90233 2.04612
H -2.81655 -5.05024 2.69203
H -2.52909 -2.92672 1.20210
H 1.40079 -1.66586 -2.34288
H 1.07958 -3.60603 -0.63844
H -1.11698 -1.42115 -0.57068
H 2.45094 4.09236 2.35761
H 0.61976 0.34002 3.07480
H 0.68639 4.53915 0.78013
H -0.69741 0.55408 1.02674
H 1.57394 2.78868 -4.04100
H -1.23632 3.85423 -0.33679
H -2.05179 2.28204 -0.14992
```

molecular weight	340.3	g/mol
SMILES	O=C1NC(=O)N(Cc2ccc(F)cc2)C(=O)/C1=C\C=C\c1ccco1
strongest force on any atom	7.05	eV/Å
2S+1	1
DFT total energy	-1203.9614	a.u.
ΔE to the lowest compared entry with this formula, charge and spin	72.7	kcal/mol

Look up the strongest force on any atom of the fourth one.
2.75 eV/Å

Which of these has the highest DFT total energy?
C9H15N2S

Which formula does entry 1 have?
C24H24N4O5S